# 1
This record from the OMol25 dataset describes a cluster of 2 separate species, C4H6ClNO in total. The level of theory is ωB97M-V/def2-TZVPD.

```
13
Properties=species:S:1:pos:R:3:forces:R:3:lowdin_charge:R:1
C -1.55560 1.20284 -0.28897 0.101 -1.591 1.314 -0.19
C 2.08815 -0.53916 0.92507 2.395 2.161 2.021 -0.11
C -1.15942 0.11985 0.40717 -2.372 2.218 -3.187 -0.25
C 1.52995 -0.94817 -0.16554 0.496 1.634 -1.038 -0.65
N -2.36769 2.01500 -0.71209 -0.015 1.681 -2.057 0.11
O -1.33376 -1.12638 -0.07763 0.740 -1.313 0.353 -0.01
Cl 1.39692 0.22306 -1.40378 -0.153 0.452 -1.314 0.64
H 2.36551 -1.20515 1.69019 -0.145 -1.061 0.927 0.04
H 2.58731 0.50008 1.13658 -1.524 -1.870 -0.956 0.11
H -2.10401 2.63950 -1.55849 -0.071 -1.288 1.825 0.10
H -0.64511 0.16423 1.26882 1.784 0.310 2.657 0.07
H 1.21003 -1.88512 -0.48783 -0.501 -1.449 0.115 0.05
H -2.01229 -1.16058 -0.73349 -0.734 0.117 -0.662 0.10
```
Forces are in eV/Å.

Its net charge is 0. Its spin multiplicity is 1. For the total energy, the calculation gives -746.07139 hartree. The structure (SMILES) is N=C=CO.C=CCl. The value obtained for the LUMO energy is 0.027 hartree. The calculation puts the HOMO energy at -7.94 eV. As for the energy relative to the best compared isomer or geometry (same formula, charge and spin): 97.8 kcal per mole.

# 2
This record from the OMol25 dataset describes the molecule C4H6ClNO2. The level of theory is ωB97M-V/def2-TZVPD.

```
14
Properties=species:S:1:pos:R:3:forces:R:3:lowdin_charge:R:1
C -0.50163 1.74722 -1.36736 -1.470 1.881 -0.498 -0.04
C 0.04833 -0.35614 -0.40383 2.708 -3.171 -1.899 -0.43
C -0.01333 -1.39648 0.81658 2.188 0.035 -1.611 -0.71
C 0.96089 -2.30660 1.08170 -3.513 1.275 0.806 0.01
H -1.49888 2.23613 -0.82472 2.648 -0.718 -1.927 0.14
H -0.83269 1.05547 -2.24142 0.686 1.085 1.863 0.10
H 0.27125 2.54539 -1.85317 -1.971 -1.792 1.586 0.12
H 0.43948 1.55929 1.52533 -1.715 -0.196 -1.015 0.16
H 0.72749 -3.09382 1.84140 0.774 0.846 -0.852 0.08
H 1.82335 -2.12705 0.55035 2.108 -0.490 -0.941 0.04
N 0.04625 0.97686 -0.22879 -0.447 -0.098 -1.475 -0.21
O -0.39832 1.38415 0.98589 1.269 1.176 2.564 -0.05
O 0.36462 -0.77073 -1.54300 -1.139 0.081 2.452 0.03
Cl -1.43681 -1.45368 1.66103 -2.127 0.086 0.948 0.74
```
Forces are in eV/Å.

Its net charge is 0. Its spin multiplicity is 1. For the total energy, the calculation gives -821.31722 hartree. The structure (SMILES) is C=C(Cl)C(=O)N(C)O. The value obtained for the LUMO energy is 0.019 hartree. The calculation puts the HOMO energy at -9.54 eV. As for the energy relative to the best compared isomer or geometry (same formula, charge and spin): 97.5 kcal per mole.

# 3
This record from the OMol25 dataset describes the molecule C4H6ClNO3. The level of theory is ωB97M-V/def2-TZVPD.

```
15
Properties=species:S:1:pos:R:3:forces:R:3:lowdin_charge:R:1
C 3.04555 -0.78828 -0.02566 0.842 2.909 0.666 -0.22
C 1.62149 -0.89054 0.37799 -2.412 -0.385 1.399 -0.45
C -1.36280 0.18174 -0.34891 2.838 2.763 -2.001 -0.08
C -0.40853 0.36928 0.81147 -2.267 1.355 0.542 -0.20
N 3.48938 -1.60002 -0.81514 0.114 -0.140 0.254 0.24
O 1.12225 -1.96165 0.64021 0.532 0.956 -0.288 0.14
O 3.72542 0.62846 0.63654 -1.361 -3.266 -1.499 -0.62
O 0.97113 0.28282 0.41026 0.434 0.295 0.210 0.01
Cl 5.28183 0.77600 0.06980 0.075 -0.053 -0.027 0.62
H -1.23135 0.96586 -1.18846 0.556 -1.216 1.121 0.12
H -1.25040 -0.75799 -0.75255 -0.113 -2.177 -1.036 0.05
H -2.32077 0.42410 -0.11040 -2.906 0.029 1.351 0.04
H -0.75118 -0.38529 1.56999 1.147 0.731 -0.346 0.14
H -0.69670 1.46012 1.16372 1.594 -2.166 -0.156 0.16
H 4.43065 -1.59352 -1.14084 0.926 0.365 -0.190 0.06
```
Forces are in eV/Å.

Its net charge is 0. Its spin multiplicity is 1. For the total energy, the calculation gives -896.55742 hartree. The structure (SMILES) is [H]/N=C(\OCl)C(=O)OCC. The value obtained for the LUMO energy is -0.003 hartree. The calculation puts the HOMO energy at -10.38 eV. As for the energy relative to the best compared isomer or geometry (same formula, charge and spin): 81.0 kcal per mole.

# 4
This record from the OMol25 dataset describes a cluster of 2 separate species, C4H6ClNS in total. The level of theory is ωB97M-V/def2-TZVPD.

```
13
Properties=species:S:1:pos:R:3:forces:R:3:lowdin_charge:R:1
C 0.40670 2.67001 0.40241 -0.976 1.214 0.890 -0.59
C -1.00311 0.34671 -1.05742 -1.219 -0.628 0.009 -0.02
C 0.22130 0.19776 -0.56483 -0.395 -1.462 -2.283 -0.34
C 0.51340 -0.59140 0.61567 0.228 -1.413 0.684 -0.14
N -0.07084 2.64088 1.50250 2.585 0.497 -4.676 -0.65
S -0.26500 2.42958 3.01956 -0.825 -0.339 2.061 0.58
Cl 0.84824 3.52444 -1.03354 -0.721 -1.076 1.877 0.68
H -1.26833 0.74323 -2.02641 0.385 0.371 -0.088 0.05
H -1.89977 -0.09784 -0.54109 1.139 0.663 -0.164 0.09
H 1.17468 0.32665 -1.13997 -1.193 0.719 0.162 0.12
H 1.02180 -1.54135 0.39509 -0.116 0.166 -0.469 0.09
H -0.27952 -0.87977 1.31004 -0.035 0.719 -0.078 0.09
H 1.28885 -0.00058 0.99679 1.142 0.568 2.075 0.05
```
Forces are in eV/Å.

Its net charge is 0. Its spin multiplicity is 1. For the total energy, the calculation gives -1069.00184 hartree. The structure (SMILES) is [S-][N+]#CCl.C=CC. The value obtained for the LUMO energy is -0.023 hartree. The calculation puts the HOMO energy at -8.34 eV. As for the energy relative to the best compared isomer or geometry (same formula, charge and spin): 85.8 kcal per mole.

# 5
This record from the OMol25 dataset describes a cluster of 2 separate species, C4H6ClNS2 in total. The level of theory is ωB97M-V/def2-TZVPD.

```
14
Properties=species:S:1:pos:R:3:forces:R:3:lowdin_charge:R:1
C -0.66251 0.03537 0.12926 1.554 -1.907 -1.912 -0.14
C -0.30286 -0.67584 -0.96824 0.004 -0.100 -0.674 -0.55
C 0.81459 -1.49647 1.11990 -0.137 0.493 0.916 -1.17
C -0.66697 -0.50218 -2.41418 0.761 1.163 -1.456 -0.12
N -0.03650 -0.43663 1.24451 -0.415 0.639 2.191 -0.08
S 0.88079 -1.92249 -0.57176 -0.568 0.311 0.621 1.03
S 1.57754 -2.11002 2.46166 0.086 -0.304 -0.561 0.52
Cl 1.17246 3.89632 2.10498 -0.136 -0.125 0.296 0.25
H -1.08440 0.98059 0.07131 -1.219 1.360 0.300 0.11
H 0.19761 -0.44169 -3.12950 -0.130 -0.222 1.064 0.09
H -1.14078 0.46545 -2.64613 -0.222 -0.317 0.588 0.08
H -1.26500 -1.27157 -2.89268 -0.373 -0.316 0.569 0.07
H -0.26430 -0.06799 2.20758 0.668 -0.777 -1.646 0.17
H 0.78031 3.54715 3.28328 0.127 0.104 -0.295 -0.24
```
Forces are in eV/Å.

Its net charge is 0. Its spin multiplicity is 1. For the total energy, the calculation gives -1467.33120 hartree. The structure (SMILES) is Cc1c[nH]c(=S)s1.Cl. The value obtained for the LUMO energy is 0.016 hartree. The calculation puts the HOMO energy at -7.82 eV. As for the energy relative to the best compared isomer or geometry (same formula, charge and spin): 2.4 kcal per mole.

# 6
This record from the OMol25 dataset describes the molecule C4H6ClP. The level of theory is ωB97M-V/def2-TZVPD.

```
12
Properties=species:S:1:pos:R:3:forces:R:3:lowdin_charge:R:1
C -2.69923 -0.77506 0.10173 0.411 -0.089 0.023 0.02
C -1.35745 -0.78087 0.11219 -0.780 -0.805 0.124 -0.33
C 3.19239 1.15458 0.24874 -2.904 -0.356 0.056 -0.22
C -0.60865 0.38207 -0.14903 5.143 1.712 0.178 -0.36
P 1.25819 0.48782 -0.06330 -1.708 0.222 0.011 0.58
Cl 1.73601 -1.43398 -0.05686 0.259 -1.114 -0.006 0.27
H -3.25788 -1.67862 0.26575 -0.104 -0.193 0.030 0.05
H -3.25893 0.12461 -0.08739 -0.104 0.215 -0.018 0.06
H -0.82861 -1.70996 0.28185 -0.032 0.019 0.018 0.05
H 3.71957 0.64871 -0.55888 -0.104 -0.120 -0.325 -0.07
H 3.18077 2.22958 0.09908 0.050 0.323 -0.014 -0.08
H -1.07618 1.35111 -0.19389 -0.126 0.186 -0.076 0.04
```
Forces are in eV/Å.

Its net charge is 0. Its spin multiplicity is 1. For the total energy, the calculation gives -957.37808 hartree. The structure (SMILES) is C=CC=P(=C)Cl. The value obtained for the LUMO energy (alpha / beta) is -0.031 / -0.031 hartree. The calculation puts the HOMO energy (alpha / beta) at -7.85 / -7.85 eV. As for the energy relative to the best compared isomer or geometry (same formula, charge and spin): 87.9 kcal per mole.

# 7
This record from the OMol25 dataset describes a structure of composition C4H6CsO2. The level of theory is ωB97M-V/def2-TZVPD.

```
13
Properties=species:S:1:pos:R:3:forces:R:3:lowdin_charge:R:1
Cs -4.04787 -0.41059 -0.88954 -0.083 -0.065 0.077 1.01
O 0.35559 -0.93066 2.52127 0.008 0.019 0.078 0.15
C 0.32153 -0.56614 1.39201 0.164 0.143 -0.235 -0.48
O -0.06450 -1.40259 0.37865 0.054 0.192 -0.213 0.00
C -0.07109 -0.72573 -0.89644 0.098 -0.513 0.648 -0.16
C 0.62463 0.62119 -0.69860 0.094 0.021 0.513 -0.13
C 0.58557 0.82380 0.81980 -0.599 -0.488 -0.081 -0.06
H -1.12996 -0.66857 -1.16803 0.089 0.280 -0.341 0.03
H 0.44149 -1.37977 -1.59580 -0.096 0.052 -0.172 0.13
H 0.13777 1.43225 -1.23211 0.088 0.001 -0.162 0.11
H 1.66443 0.55131 -1.00820 -0.042 0.029 -0.231 0.12
H -0.29721 1.39143 1.13357 0.241 0.263 0.011 0.13
H 1.47960 1.26406 1.24342 -0.017 0.067 0.107 0.13
```
Forces are in eV/Å.

Its net charge is +1. Its spin multiplicity is 1. For the total energy, the calculation gives -326.43147 hartree. The value obtained for the LUMO energy is -0.152 hartree. The calculation puts the HOMO energy at -13.17 eV. As for the energy relative to the best compared isomer or geometry (same formula, charge and spin): 25.7 kcal per mole.

# 8
This record from the OMol25 dataset describes a structure of composition C4H6CsO3. The level of theory is ωB97M-V/def2-TZVPD.

```
14
Properties=species:S:1:pos:R:3:forces:R:3:lowdin_spin:R:1
O -0.73380 0.66796 -0.81969 0.235 -0.409 -0.192 0.00
O 0.56031 -1.13865 -1.13932 0.735 -0.842 -0.096 0.00
O -1.72871 -1.35130 -0.91279 -0.255 -0.437 -0.146 0.00
C 0.66686 -2.42128 -1.20271 -0.830 0.038 0.096 0.00
C 2.08794 -2.82720 -1.30960 0.608 -0.005 -0.154 0.00
C -0.80337 -0.53372 -0.94652 -0.964 0.763 0.427 0.00
H 2.19079 -3.43614 -2.22264 -0.003 0.161 0.223 0.00
H 2.80419 -1.99219 -1.32364 -0.063 -0.181 0.023 0.00
H 2.30573 -3.51748 -0.47891 -0.046 0.208 -0.192 0.00
Cs -2.70007 -4.03340 -1.05419 0.584 0.701 0.012 0.00
C -1.16305 5.12446 2.82792 0.004 0.143 0.166 0.82
H -2.17090 4.86073 3.14566 0.373 0.064 -0.161 0.06
H -1.01073 5.96062 2.14668 -0.057 -0.351 0.215 0.06
H -0.30519 4.63761 3.28976 -0.320 0.146 -0.219 0.06
```
Forces are in eV/Å.

Its net charge is 0. Its spin multiplicity is 2. Its expectation value of S² is 0.75. For the total energy, the calculation gives -401.74301 hartree. The value obtained for the LUMO energy is -0.029 hartree. The calculation puts the HOMO energy at -7.55 eV. As for the energy relative to the best compared isomer or geometry (same formula, charge and spin): 32.4 kcal per mole.